Record 1
17
Properties=species:S:1:pos:R:3:forces:R:3 method="wB97M-V/def2-TZVPD" charge=0 gap_ev=9.67 largest_force_ev_per_a=2.40
C -1.275470 -1.323468 -0.750943 -0.077 -0.976 -0.291
C -0.331814 -0.216392 -1.122869 0.396 0.731 1.760
C -0.507143 1.082157 -0.351393 0.404 0.685 -0.347
S -1.735413 1.252132 0.951127 0.443 0.407 -0.102
C 0.762516 0.265641 -0.181159 -1.362 -0.340 0.776
O 1.893721 0.777337 -0.757237 0.740 -0.019 -0.894
C 1.047595 -0.449273 1.116200 -0.154 -1.935 1.409
F 1.964954 0.325945 1.882331 -0.548 -0.163 -0.522
H -1.013946 -2.252611 -1.294629 -0.184 0.360 0.330
H -1.235362 -1.550543 0.346825 -0.280 0.285 -1.094
H -2.302840 -1.030842 -1.068747 0.589 -0.331 0.456
H -0.051699 0.014233 -2.129289 -0.213 -0.438 -0.643
H -0.364625 1.934278 -1.030298 -0.149 -0.096 0.712
H -1.026031 2.153248 1.688699 -0.301 -0.400 -0.298
H 2.456275 1.143392 -0.069595 0.016 0.109 0.186
H 1.567411 -1.459183 0.956517 -0.598 1.446 -0.028
H 0.151871 -0.666050 1.814460 1.278 0.675 -1.408

Record 2
20
Properties=species:S:1:pos:R:3:forces:R:3 method="wB97M-V/def2-TZVPD" multiplicity=7 charge=+1 gap_ev="8.78 / 4.59" largest_force_ev_per_a=2.67
C -2.771781 2.233511 0.309381 -0.146 -0.099 0.354
C -1.441771 1.650048 -0.141424 -0.851 0.508 -0.642
O -0.957886 0.655063 0.719644 -0.103 0.359 -0.180
Fe -1.502386 0.190149 2.409175 0.089 -0.123 0.133
H -3.127488 2.991196 -0.403651 0.157 -0.239 0.239
H -3.540796 1.447754 0.376612 0.172 0.220 -0.100
H -2.672349 2.716360 1.294120 -0.065 0.021 -0.227
H -0.700528 2.467237 -0.223845 0.220 -0.443 0.148
H -1.558988 1.239196 -1.162004 0.423 -0.155 0.338
C 1.392862 -0.764757 -0.634964 0.688 -1.775 -1.412
C 0.967393 -1.686729 0.517791 0.387 -0.172 -0.088
O 1.905311 -2.762229 0.495725 -0.987 0.385 1.093
C 2.638213 -2.730843 -0.621545 1.460 -2.036 -0.920
O 2.373825 -1.648112 -1.339505 -1.116 1.697 0.033
O 3.392917 -3.609892 -0.945624 -0.851 1.267 0.512
O 2.009496 0.361368 -0.207525 -0.148 2.401 -0.860
H 0.618622 -0.586671 -1.393656 0.112 -0.002 0.305
H -0.041842 -2.092065 0.381943 0.127 0.044 -0.073
H 1.043363 -1.165944 1.478311 0.129 -0.042 -0.061
H 1.973813 1.095360 -0.908959 0.303 -1.814 1.410

Record 3
20
Properties=species:S:1:pos:R:3:forces:R:3 method="wB97M-V/def2-TZVPD" charge=+1 gap_ev=7.35 largest_force_ev_per_a=5.87
I -1.709642 -3.646331 -0.152157 -0.171 0.676 0.116
C -2.083376 -2.075419 1.213271 0.813 -1.605 0.596
N -2.950945 -1.179797 1.176937 -0.100 1.275 -0.630
C -3.282603 -0.334940 0.226511 -0.463 -1.138 0.393
I -5.222061 0.159872 -0.099705 -0.607 0.229 0.069
N -2.377899 0.181541 -0.568971 0.680 2.041 -1.877
N -1.034210 -0.161512 -0.410143 -0.755 0.070 0.033
C -0.067978 0.857307 -0.285162 -0.632 2.730 5.153
C 1.217750 0.302863 0.315966 1.700 0.453 -0.927
C 1.830495 -0.695163 -0.611972 0.356 -1.742 1.763
I 3.824100 -1.286214 -0.028270 -0.395 0.222 -0.162
H -1.522621 -2.252028 2.133142 -0.229 0.026 -0.022
H -2.701096 1.032335 -1.168515 1.020 -1.984 1.197
H -0.636271 -0.824301 -1.015694 -0.769 -1.542 -1.472
H -0.477394 1.468438 0.615183 0.590 -0.304 -1.527
H 0.159138 1.603677 -1.051465 -0.305 -0.631 -0.637
H 1.857495 1.169489 0.320367 0.462 0.478 0.105
H 1.384356 -0.123169 1.316071 -1.445 0.307 0.044
H 1.843973 -0.458974 -1.615278 0.266 0.894 -2.157
H 1.272963 -1.619122 -0.521862 -0.017 -0.454 -0.059

Record 4
18
Properties=species:S:1:pos:R:3:forces:R:3 method="wB97M-V/def2-TZVPD" charge=+1 gap_ev=7.39 largest_force_ev_per_a=5.44
C 0.171666 1.285537 -0.056480 1.035 -0.087 -0.001
C -0.179792 -2.217701 -0.115229 -1.937 4.868 -1.465
C -1.471949 -0.589766 -0.901918 -0.117 0.542 -0.451
C -0.091363 2.831917 -0.214230 2.889 -1.683 0.344
C 1.493065 -0.931190 1.103147 0.312 1.870 -1.699
N -0.375329 0.072503 -0.261245 -0.770 -0.155 -0.326
N 0.335529 -0.995243 0.247579 -0.472 -3.512 0.056
N -1.254491 -1.998733 -0.847108 0.704 2.000 1.322
I -3.360027 0.241884 -0.894242 0.283 -0.076 -0.118
H 1.196038 1.046006 0.283261 -1.083 1.111 -0.064
H 0.242271 -3.103525 0.067840 1.668 -3.105 0.740
H 0.638218 3.318967 0.521751 -1.528 -0.776 -0.467
H -1.093032 3.066808 -0.075270 -1.658 0.720 0.363
H 0.308846 3.264045 -1.140178 -0.481 -0.593 -0.301
H 1.957212 -1.907023 0.988814 0.158 0.155 0.814
H 2.090984 -0.177515 0.534323 0.687 -0.978 1.102
H 1.209631 -0.507933 2.072497 0.382 -0.527 0.049
H -1.817480 -2.699030 -1.313309 -0.074 0.226 0.103

Record 5
16
Properties=species:S:1:pos:R:3:forces:R:3 method="wB97M-V/def2-TZVPD" charge=0 gap_ev=8.28 largest_force_ev_per_a=4.08
C -0.098474 -3.214260 -0.904351 -0.722 -3.390 -1.367
C -0.514031 -2.241771 -0.213334 -0.110 0.531 0.825
C -0.067144 1.302090 1.546752 1.153 0.875 0.506
C -0.416020 1.785814 -0.881478 1.775 -3.649 0.460
C -0.488676 0.619723 0.283368 -0.954 0.832 -0.998
O 0.925018 1.895720 -1.418721 -0.664 -0.347 -0.429
I -2.646186 -0.020884 0.301910 0.900 0.538 0.240
H -0.620187 -4.176287 -1.202569 0.053 1.467 0.529
H 0.909116 -3.308701 -1.226335 1.093 0.516 -0.115
H -0.002712 -0.408597 0.252264 -0.504 1.495 -0.979
H 0.022523 0.661813 2.411619 0.075 -0.522 0.099
H -0.788527 2.068551 1.851299 0.428 0.225 -0.248
H 0.993493 1.748613 1.367617 -1.773 -0.443 0.351
H -0.542596 2.673687 -0.379188 -1.021 2.030 1.222
H -1.162317 1.646936 -1.659602 0.365 -0.134 -0.170
H 1.550050 1.468783 -0.827620 -0.092 -0.026 0.075

Record 6
17
Properties=species:S:1:pos:R:3:forces:R:3 method="wB97M-V/def2-TZVPD" charge=0 gap_ev=9.70 largest_force_ev_per_a=3.92
C -1.260692 -0.979545 1.734094 -0.725 0.748 -3.748
C -1.477574 -0.704481 0.452857 -1.118 0.491 0.347
I -3.404060 0.081890 -0.075162 0.601 -0.288 0.105
C -0.510304 -0.750986 -0.683708 -0.926 0.135 -2.487
O 0.425784 -1.805247 -0.519907 0.391 0.889 3.728
C 0.108163 0.651413 -1.035421 2.667 -2.717 0.952
C 0.997828 1.315473 0.045942 -1.791 -1.094 1.602
O 0.180889 2.067928 1.026586 0.345 -1.211 -0.371
H -1.980954 -0.854266 2.429558 -2.144 0.303 2.166
H -0.324572 -1.200823 2.035583 3.029 -1.008 1.193
H -1.044358 -1.017569 -1.673037 0.375 0.282 1.660
H 0.529594 -1.801263 0.517970 0.276 -0.570 -3.145
H -0.637754 1.330869 -1.244190 -1.743 1.349 -0.900
H 0.737538 0.374634 -1.933108 -0.586 0.808 0.791
H 1.564321 0.547352 0.656302 -0.534 0.909 -0.736
H 1.659755 1.919999 -0.486656 1.324 1.254 -0.426
H 0.145679 3.030554 0.994680 0.558 -0.278 -0.729

Record 7
21
Properties=species:S:1:pos:R:3:forces:R:3 method="wB97M-V/def2-TZVPD" multiplicity=2 charge=+1 gap_ev="9.85 / 7.15" largest_force_ev_per_a=1.46
H -0.955633 3.117113 -0.713953 -0.094 -0.209 -0.183
C -0.707333 2.083197 -0.444173 -0.620 0.824 -0.041
C -1.853661 1.460231 0.331151 -0.300 -0.300 0.129
O -2.544094 0.626485 -0.599901 0.243 0.514 -0.504
C -3.458777 -0.194988 -0.113219 -0.519 -0.676 1.186
O -3.667010 -0.402048 1.058704 0.172 0.250 -0.454
O -4.088971 -0.783292 -1.121237 0.091 -0.043 -0.451
K 2.930347 1.830504 -0.540752 0.062 0.060 -0.016
O 0.472750 2.126339 0.337650 1.063 -0.192 0.319
H -0.528092 1.528214 -1.375362 0.161 0.002 0.460
H -2.536124 2.228195 0.720267 0.090 -0.281 -0.046
H -1.485895 0.855447 1.171572 -0.053 0.118 -0.211
H -4.678507 -1.463268 -0.769420 -0.028 0.111 0.162
C 2.979368 -1.781691 0.601702 -1.240 0.046 0.223
C 3.649248 -2.793740 -0.440298 0.280 -1.021 -0.506
O 3.241752 -3.901982 -0.544502 0.374 0.764 0.127
O 3.334975 -0.546472 0.335626 0.171 0.166 0.019
H 3.186868 -2.145019 1.621629 0.196 -0.034 -0.253
H 4.472961 -2.350359 -1.034972 -0.170 -0.187 0.134
H 1.921463 -2.003073 0.307055 0.380 0.160 0.250
H 0.314364 2.510206 1.212427 -0.261 -0.072 -0.344

Record 8
20
Properties=species:S:1:pos:R:3:forces:R:3 method="wB97M-V/def2-TZVPD" multiplicity=2 charge=0 gap_ev="3.77 / 5.65" largest_force_ev_per_a=2.86
O 2.130218 -0.683542 -1.758775 0.269 -0.616 0.657
C 1.718283 -1.797740 -1.186625 -0.651 0.157 -0.823
C 0.750679 -1.831692 -0.240040 -0.672 -2.716 0.607
O 0.469951 -0.568580 0.320657 -0.503 0.270 0.303
C -0.903948 -0.218097 0.479467 -0.255 -0.275 -0.273
C -0.952833 1.259124 0.775307 -0.223 0.153 0.244
O -0.164250 1.931949 -0.216391 -0.550 -0.063 0.046
C -0.354155 3.348350 -0.226445 -0.053 0.262 0.028
Mg 1.481888 0.857196 -0.789218 1.064 0.386 -0.293
H 2.099666 -2.750956 -1.578199 -0.172 0.212 -0.005
H -1.356104 -0.790044 1.301267 0.070 0.072 -0.200
H -1.433241 -0.447773 -0.458349 0.022 0.028 0.279
H -0.546952 1.490522 1.771086 -0.061 -0.056 -0.189
H -1.990758 1.614732 0.721288 0.182 -0.069 0.030
H 0.306868 3.768074 -0.990754 -0.107 -0.153 0.226
H -1.399845 3.570333 -0.475724 0.199 -0.039 0.069
H -0.101650 3.764080 0.758692 -0.042 -0.045 -0.249
H 0.057125 -2.787657 0.005916 1.279 2.017 -0.424
Sr 0.977647 -4.820194 1.456199 -1.993 0.058 -1.455
O -0.788589 -4.908086 0.330640 2.197 0.416 1.421

E for every record listed, in sequence, given in a.u.: -769.15667 -1835.38308 -1252.91165 -657.47145 -568.64157 -644.00872 -1247.03002 -727.51424.
ΔE to the lowest compared entry with this formula, charge and spin for every record listed, in sequence, given in kJ/mol: 51.6 0.0 140.9 438.6 481.6 162.4 0.0 288.9.